49
Properties=species:S:1:pos:R:3:forces:R:3 method="wB97M-V/def2-TZVPD" homo_lumo_gap_ev=8.26 e_homo_ev=-12.302 max_force_ev_per_a=0.6 lumo_energy_ev=-4.043 total_charge=+1 energy_ha=-2747.2137 relative_energy_ev=0.228
Pd -0.6861 0.7547 -1.4964 0.2 0.5 0.2
F 0.5158 -3.7966 -3.6288 0.0 0.0 0.0
C 0.0014 -3.7141 -2.4136 0.0 -0.1 0.0
F 0.9207 -4.0522 -1.5153 0.0 0.0 0.0
F -1.0350 -4.5379 -2.3070 0.0 0.0 0.0
S -0.5945 -1.9932 -2.0950 0.2 -0.5 -0.4
O -0.7742 -1.9139 -0.6621 -0.1 0.0 0.2
O -1.7141 -1.8125 -2.9557 -0.1 0.0 0.0
N 0.5987 -1.0510 -2.5942 -0.1 0.1 0.0
S 1.8185 -0.6735 -1.6532 -0.2 -0.3 -0.4
O 1.3317 0.1216 -0.5085 0.1 0.1 -0.1
O 2.7554 -1.7156 -1.4135 0.1 0.1 0.5
C 2.6790 0.5448 -2.7393 0.1 0.1 0.0
F 3.1512 -0.0580 -3.8101 0.0 0.0 0.0
F 3.6776 1.0584 -2.0286 0.0 0.0 0.0
F 1.8574 1.5306 -3.1033 0.0 0.0 0.0
N -0.2139 -1.3838 4.3307 0.0 0.0 0.0
C 0.7371 -2.0870 3.4691 0.0 -0.1 0.0
C 0.3270 -1.8867 2.0153 0.1 0.1 0.0
N 0.0538 -0.4237 1.8336 0.0 0.2 0.0
H 0.1823 -1.1936 5.2417 0.0 0.0 0.0
H -1.0530 -1.9325 4.4809 0.0 0.0 0.0
H -0.3101 -0.0959 2.7470 0.0 -0.1 0.0
H 0.8144 -3.1594 3.6621 0.0 0.0 0.0
H 1.7299 -1.6641 3.6322 0.0 0.0 0.0
H -0.5830 -2.4194 1.7537 0.0 0.0 0.1
H 1.1049 -2.1742 1.3129 0.0 -0.1 0.0
H 0.9090 0.0742 1.5800 0.0 0.0 0.0
H -0.6034 -0.2208 1.0733 0.0 -0.3 0.0
C -0.4727 4.1414 -0.8698 -0.2 0.0 -0.1
Si -1.5719 2.6510 -0.7029 0.1 0.4 0.2
C -2.7335 2.7761 0.7461 0.0 0.0 -0.1
C -2.3300 2.0091 -2.2584 -0.3 -0.1 -0.4
C -3.4820 1.1861 -2.2241 0.1 -0.1 0.2
C -4.0611 0.7184 -3.3840 0.0 0.0 -0.1
C -3.4942 1.0432 -4.6124 0.0 0.0 0.0
C -2.3535 1.8319 -4.6892 0.0 0.0 0.0
C -1.7775 2.3089 -3.5270 0.2 0.1 0.1
H -1.0972 4.9538 -1.2567 0.1 0.0 0.0
H 0.3487 3.9821 -1.5672 0.0 0.0 0.0
H -0.0585 4.4743 0.0807 0.0 -0.1 0.1
H -3.4923 3.5006 0.4292 0.0 0.0 0.1
H -2.2671 3.1716 1.6470 0.1 0.0 0.0
H -3.2483 1.8485 0.9938 0.0 0.0 0.0
H -3.9168 0.9167 -1.2683 0.0 0.0 0.0
H -4.9387 0.0891 -3.3453 0.0 0.0 0.0
H -3.9435 0.6670 -5.5221 0.0 0.0 0.0
H -1.9171 2.0644 -5.6504 0.0 0.0 0.0
H -0.8918 2.9317 -3.5868 0.0 0.0 0.0

***

44
Properties=species:S:1:pos:R:3:forces:R:3 method="wB97M-V/def2-TZVPD" homo_lumo_gap_ev=6.06 e_homo_ev=-1.579 max_force_ev_per_a=0.5 lumo_energy_ev=4.478 total_charge=-2 energy_ha=-8627.6900 relative_energy_ev=0.079
Mg 0.2071 -0.1715 -0.0358 0.2 -0.1 -0.5
O -0.4172 0.6491 3.8740 0.0 0.0 0.0
C 0.1026 0.4917 2.7718 -0.1 0.1 0.0
O -0.2688 -0.3634 1.8860 0.0 0.0 0.0
C 1.3466 1.3363 2.4188 0.0 0.0 0.0
C 2.4479 0.4536 1.8055 0.0 0.0 -0.1
C 3.8079 1.1493 1.8488 0.0 0.0 0.0
C 3.6486 2.2169 0.7378 0.0 0.0 0.0
C 2.2205 1.9534 0.2636 0.1 0.0 0.0
O 2.1362 0.5144 0.3936 -0.2 0.1 0.2
C 1.1896 2.4354 1.2984 0.0 0.0 0.0
C -0.2058 2.5890 0.6580 -0.2 -0.1 0.2
O -0.8772 3.5741 0.9621 0.1 0.1 -0.1
O -0.5457 1.6695 -0.1663 0.1 -0.1 0.0
H 1.6765 1.7958 3.3494 0.0 0.0 0.0
H 2.4380 -0.5893 2.1104 0.0 0.0 0.0
H 4.0101 1.5723 2.8343 0.0 0.0 0.0
H 4.5937 0.4410 1.5875 0.0 0.0 0.0
H 3.7723 3.2407 1.0949 0.0 0.0 0.0
H 4.3476 2.0252 -0.0758 0.0 0.0 0.0
H 2.0018 2.2186 -0.7672 0.0 0.0 0.0
H 1.4573 3.4117 1.7002 0.0 0.0 0.0
Se 1.9314 -2.9000 0.0428 0.0 0.0 0.0
Se 4.9468 -0.7860 -1.5089 0.0 0.0 0.0
Te 2.9074 -2.0300 -2.0695 0.0 0.0 0.0
Se 1.1538 -0.3769 -2.7084 -0.1 0.0 0.1
C -3.0114 -4.0201 -0.6906 0.0 0.0 0.0
C -2.6574 -3.2510 0.5785 0.0 0.0 0.0
C -3.8768 -3.1657 1.4927 0.0 0.0 0.0
C -1.5102 -3.9454 1.3217 0.0 0.0 0.0
N -2.3433 -1.8577 0.2257 0.0 0.0 0.0
N -1.2215 -1.6838 -0.6409 0.0 0.1 0.1
H -3.3394 -5.0313 -0.4384 0.0 0.0 0.0
H -2.1492 -4.1051 -1.3539 0.0 0.0 0.0
H -3.8145 -3.5113 -1.2282 0.0 0.0 0.0
H -4.1788 -4.1629 1.8211 0.0 0.0 0.0
H -4.7101 -2.6923 0.9710 0.0 0.0 0.0
H -3.6455 -2.5712 2.3795 0.0 0.0 0.0
H -1.8107 -4.9509 1.6317 0.0 0.0 0.0
H -1.2346 -3.3707 2.2086 0.0 0.0 0.0
H -0.6161 -4.0412 0.7026 0.0 0.0 0.0
H -2.0982 -1.3594 1.0800 0.0 0.0 0.0
H -1.5142 -1.5601 -1.6023 -0.1 0.0 0.0
H -0.5410 -2.4502 -0.6057 0.0 0.0 0.0

***

35
Properties=species:S:1:pos:R:3:forces:R:3 method="wB97M-V/def2-TZVPD" homo_lumo_gap_ev="7.35 / 7.68" e_homo_ev="-16.541 / -16.562" max_force_ev_per_a=2.1 lumo_energy_ev="-9.188 / -8.883" s2=0.763 multiplicity=2 total_charge=+2 energy_ha=-1729.0581
Mn 0.3067 -0.6281 -1.9333 0.4 -0.2 -0.8
C 0.0649 -1.9620 -3.9231 0.1 0.1 0.2
C -0.2329 -0.6337 -4.2698 0.1 0.0 0.3
C 0.7071 0.3832 -4.0347 0.0 -0.2 0.1
C 1.9531 0.0677 -3.4649 -0.2 -0.2 0.0
C 2.2528 -1.2625 -3.1233 -0.3 0.1 0.0
C 1.3055 -2.2765 -3.3456 -0.1 0.2 0.0
H -0.6073 -2.7577 -4.2168 -0.2 0.0 0.3
H -1.1344 -0.4133 -4.8265 -0.2 0.1 0.3
H 0.5271 1.3791 -4.4171 -0.1 0.1 0.3
H 2.7237 0.8252 -3.4077 -0.1 0.1 0.3
H 3.2531 -1.5238 -2.8036 -0.1 0.0 0.3
H 1.5828 -3.3126 -3.2026 -0.1 0.0 0.3
C 0.1698 1.5602 3.9400 0.0 -0.2 -0.1
C 0.0017 0.1239 3.4453 0.1 0.3 0.4
N -0.6815 0.0333 2.1439 0.1 -0.1 -0.3
C -2.1459 0.1884 2.1500 -0.3 0.2 -0.2
C -2.6081 1.5240 1.5670 0.1 -0.1 0.1
C -0.0194 -0.1310 1.0258 0.5 0.1 0.6
C 1.4854 -0.1347 1.0322 -0.2 -0.1 -0.1
N -0.6128 -0.3033 -0.1572 0.3 -0.4 -2.0
H 0.7366 1.5405 4.8696 0.0 0.0 0.0
H -0.7918 2.0270 4.1481 0.0 0.0 0.0
H 0.7078 2.1737 3.2169 0.0 0.0 0.0
H -0.6047 -0.4289 4.1605 0.0 -0.1 -0.1
H 0.9649 -0.3760 3.3890 -0.1 0.0 -0.1
H -2.4725 0.1139 3.1830 0.1 -0.1 0.0
H -2.6088 -0.6463 1.6161 0.1 -0.1 0.1
H -2.1892 2.3549 2.1319 0.0 0.0 0.0
H -3.6933 1.5801 1.6366 0.0 0.0 0.0
H -2.3228 1.6432 0.5215 0.0 0.1 0.0
H 1.8853 0.7168 1.5790 0.0 0.0 0.0
H 1.8449 -0.0759 -0.0005 0.1 0.0 0.0
H 1.8786 -1.0464 1.4824 0.0 0.0 0.0
H -1.6265 -0.3225 -0.1120 0.0 0.0 -0.1

***

38
Properties=species:S:1:pos:R:3:forces:R:3 method="wB97M-V/def2-TZVPD" smiles="CC(C)[C@H](C)[C@]1(C(=O)NC(N)=O)C[C@@H](C)OC1=O" homo_lumo_gap_ev=10.25 e_homo_ev=-9.750 max_force_ev_per_a=4.7 lumo_energy_ev=0.497 energy_ha=-879.7069 relative_energy_ev=1.452
C 1.7283 3.3167 -0.8992 -2.9 0.3 -0.6
C 1.6160 2.4157 0.3267 2.0 -1.6 -0.2
C 1.9484 3.2921 1.5488 -3.0 -0.3 -0.1
C 0.2619 1.5887 0.4572 0.7 0.6 0.8
C -0.7238 2.2293 1.3799 -0.3 1.5 1.3
C 0.3586 0.0715 0.8361 -1.5 0.3 -1.1
C 1.1293 -0.6810 -0.2930 1.6 -2.5 3.3
O 1.8760 -1.6038 -0.0093 0.3 0.3 1.0
N 0.8816 -0.5067 -1.5813 1.4 1.9 1.1
C 1.5718 -1.0639 -2.6299 0.2 -2.9 -1.1
N 2.9359 -1.4188 -2.5326 -1.6 1.0 0.0
O 0.8392 -1.3846 -3.5391 0.8 0.0 -1.2
C -1.0265 -0.6510 1.0462 1.8 -1.6 -1.3
C -1.1275 -0.9000 2.5659 -1.0 -0.5 -2.2
C -1.7328 -2.2920 2.8278 -2.9 2.6 2.2
O 0.2336 -0.8200 3.0841 -1.6 0.3 0.2
C 0.9670 -0.1483 2.2212 3.9 -0.1 -2.6
O 2.1541 0.0968 2.3147 -1.3 0.0 1.5
H 1.1300 2.8924 -1.7575 0.9 0.4 0.5
H 2.7326 3.5398 -1.2134 0.4 0.0 0.0
H 1.1938 4.2956 -0.6539 0.8 -1.0 -0.4
H 2.4081 1.5708 0.2638 -0.9 1.5 0.0
H 1.0891 4.0614 1.6410 1.5 -1.0 0.1
H 2.8906 3.7839 1.6144 0.7 0.3 -0.5
H 1.8756 2.5795 2.3368 0.1 0.0 1.3
H -0.2270 1.6477 -0.4949 -0.1 -0.2 -0.9
H -1.6423 1.6837 1.2538 -0.7 0.2 0.3
H -0.9009 3.2914 1.0790 0.0 -0.8 0.3
H -0.4509 2.2286 2.4848 -0.2 -0.1 -1.3
H 0.0740 -0.0248 -1.7449 -2.3 1.4 -1.5
H 3.3874 -1.0395 -1.7006 0.0 -0.9 -0.4
H 3.1750 -2.3706 -2.8699 -0.3 1.4 0.4
H -1.8482 -0.1614 0.5952 -1.0 0.9 0.0
H -1.0406 -1.6072 0.4602 0.4 0.4 0.7
H -1.7646 -0.0450 2.8063 0.3 -0.3 1.5
H -2.8512 -2.3795 2.5370 2.0 0.3 -0.4
H -1.8909 -2.3490 3.9259 0.7 -0.6 -0.4
H -1.1220 -3.0298 2.4214 0.9 -1.4 -0.5

***

35
Properties=species:S:1:pos:R:3:forces:R:3 method="wB97M-V/def2-TZVPD" smiles=CCSc1ncc(C[C@@H](C)CC)nc1C homo_lumo_gap_ev=9.05 e_homo_ev=-8.257 max_force_ev_per_a=1.2 lumo_energy_ev=0.788 energy_ha=-976.9630 relative_energy_ev=0.000
C 1.4385 5.8784 -1.0869 -0.6 0.5 0.5
C 0.7342 4.5563 -0.7898 0.6 0.4 -0.2
S 1.8227 3.2013 -1.2862 -0.1 -0.1 -0.1
C 0.8293 1.7972 -0.8795 -0.3 0.0 0.3
N -0.3749 1.9841 -0.3508 0.3 -0.1 -0.2
C -1.0828 0.8906 -0.0640 -0.5 -0.4 0.2
C -0.6049 -0.3948 -0.2856 0.2 0.1 -0.2
C -1.3996 -1.6412 0.0426 0.5 0.2 0.1
C -0.7809 -2.4360 1.2102 0.1 -0.1 0.1
C -0.7855 -1.6206 2.5053 -0.5 0.4 -0.2
C -1.5114 -3.7559 1.4197 0.7 -0.9 -0.1
C -1.4046 -4.7503 0.2534 0.8 0.2 0.3
N 0.6229 -0.5659 -0.8233 -0.4 0.0 0.3
C 1.3486 0.4990 -1.1079 -0.1 0.3 -0.1
C 2.7091 0.2921 -1.7101 -0.3 0.4 0.2
H 0.7782 6.7269 -0.7915 0.5 -0.6 -0.2
H 2.3732 5.9743 -0.5422 0.1 0.0 0.2
H 1.6670 6.0017 -2.1341 0.0 -0.1 -0.4
H 0.5360 4.4655 0.2619 -0.1 -0.1 0.5
H -0.2026 4.5089 -1.3144 -0.4 -0.2 -0.3
H -2.0947 1.0306 0.3621 0.7 0.0 -0.3
H -2.4183 -1.3587 0.3218 -0.1 0.0 -0.1
H -1.4282 -2.2628 -0.8610 -0.1 0.1 0.2
H 0.2609 -2.6688 0.9458 -0.1 0.1 0.0
H -0.3103 -2.1509 3.3331 0.0 0.0 -0.1
H -1.8321 -1.3695 2.8052 0.7 -0.2 -0.2
H -0.2500 -0.6790 2.3511 -0.1 0.0 0.2
H -2.5538 -3.5792 1.6055 -0.7 0.3 0.2
H -1.1104 -4.2547 2.3291 -0.2 0.3 -0.4
H -1.8980 -4.4209 -0.6405 -0.3 0.4 -0.5
H -1.8525 -5.6980 0.4993 -0.2 -0.4 0.3
H -0.3545 -4.9444 -0.0213 -0.3 0.1 0.2
H 2.8704 -0.7696 -1.7998 0.1 -0.3 -0.2
H 2.7736 0.7886 -2.6799 0.0 -0.1 -0.1
H 3.4853 0.7256 -1.0773 0.0 0.0 0.0

***

35
Properties=species:S:1:pos:R:3:forces:R:3 method="wB97M-V/def2-TZVPD" homo_lumo_gap_ev=7.53 e_homo_ev=-12.109 max_force_ev_per_a=6.5 lumo_energy_ev=-4.577 total_charge=+1 energy_ha=-633.1386 relative_energy_ev=3.814
C -1.0691 2.6425 0.4860 -3.4 -2.0 -2.9
C -0.1021 1.7129 -0.2410 0.2 -0.2 -1.3
C 0.2173 0.4841 0.1853 0.1 0.4 1.6
C -0.4501 -0.0531 1.3829 0.3 -0.4 0.4
C 0.0663 -0.3496 2.6450 -0.1 0.2 -0.6
N -0.9223 -0.9307 3.3315 0.1 -0.4 0.3
N -2.0353 -1.0344 2.6436 -1.1 -0.9 0.3
C -1.7822 -0.5416 1.4388 1.6 0.7 2.6
C -2.8755 -0.1746 0.5909 -1.4 -3.8 -2.4
C -2.6519 -0.4483 -0.8434 -1.6 -1.6 -0.6
N -2.0655 -1.5578 -1.1801 0.8 0.7 0.7
C 1.4407 -0.2767 -0.3213 -1.1 -1.0 -1.5
C 1.0193 -0.6571 -1.7858 1.7 -2.0 0.1
C 1.8732 -1.5980 0.3690 -5.4 1.6 3.1
C 2.5920 0.6842 -0.1704 3.8 2.3 -1.3
H -1.8544 2.1584 1.1768 1.3 0.4 -1.3
H -1.6200 3.3142 -0.2605 0.8 -0.8 1.2
H -0.5394 3.1962 1.1267 2.1 2.6 2.3
H 0.4701 2.0436 -1.1912 -1.3 0.0 1.8
H 0.9708 -0.1912 3.1986 0.5 0.2 -0.5
H -0.7901 -1.4019 4.2268 -0.5 0.4 -0.4
H -3.7763 -0.9780 0.6815 1.6 1.8 0.2
H -3.2815 0.7583 0.6257 -1.0 2.7 0.9
H -3.3562 0.0751 -1.5314 1.0 -0.6 0.1
H -2.1022 -2.1175 -2.0061 -0.4 0.6 -1.1
H -1.3704 -1.9473 -0.5450 -0.4 0.1 0.5
H 1.7973 -1.0524 -2.4567 0.5 -0.7 0.9
H 0.8824 0.1648 -2.3550 -1.3 3.2 -1.5
H 0.1698 -1.3419 -1.9843 0.5 0.4 0.8
H 0.9309 -2.2390 0.7862 2.1 1.4 -1.0
H 2.3440 -2.1545 -0.3083 2.3 -2.3 -2.4
H 2.4279 -1.2831 1.2185 0.8 -0.5 0.8
H 2.8932 0.9382 0.8921 -0.9 -0.5 -0.9
H 2.4529 1.7639 -0.6584 0.2 -2.5 0.8
H 3.6443 0.2754 -0.5783 -2.4 0.7 0.5

***

42
Properties=species:S:1:pos:R:3:forces:R:3 method="wB97M-V/def2-TZVPD" smiles="CC(=O)OC(=O)CN1C(N)=[NH+][C@H](N=C=O)O[C@H]1CCCCN" homo_lumo_gap_ev=6.78 e_homo_ev=-11.598 max_force_ev_per_a=4.2 lumo_energy_ev=-4.818 total_charge=+1 energy_ha=-1118.9191 relative_energy_ev=0.000
C -0.0505 -3.2322 0.7772 0.9 1.3 1.0
C 1.5351 -3.0539 0.7288 -1.6 -2.9 -0.3
O 2.2008 -4.0339 0.5378 -0.1 2.2 0.2
O 2.0328 -1.7305 0.9695 -0.5 0.7 -1.9
C 2.9774 -1.3140 0.0042 2.9 -1.6 0.4
O 4.0605 -1.8649 0.0032 -1.9 1.2 -0.3
C 2.7625 -0.1717 -1.0646 0.7 -0.5 -0.7
N 2.0561 1.0432 -0.5885 1.2 -0.6 3.4
C 2.7541 1.7406 0.4193 -1.7 1.6 -0.3
N 4.0542 1.4876 0.7709 0.3 -0.3 -0.1
N 2.1251 2.8168 1.0926 0.0 -4.2 -0.7
C 0.6445 2.7655 1.1066 -1.9 2.5 0.0
N 0.0919 2.2237 2.4134 -1.4 1.0 -1.0
C -1.0538 2.7660 2.4997 1.0 0.3 0.4
O -2.0353 3.3832 2.5804 1.1 -1.3 0.0
O 0.0680 2.1323 -0.0083 1.7 -0.5 0.5
C 0.6397 0.8077 -0.1753 -2.5 0.3 -0.5
C -0.2686 0.0745 -1.2419 0.4 0.5 0.1
C -1.7313 -0.0716 -0.6340 -0.3 -0.6 -0.4
C -2.9023 0.2292 -1.6551 -1.2 0.0 0.8
C -4.2879 -0.2062 -0.9773 -0.5 0.2 -0.1
N -4.3414 -1.6690 -0.6925 0.1 0.3 -0.2
H -0.2355 -4.0440 1.5453 0.1 0.9 -1.1
H -0.4874 -2.2565 1.1479 0.2 -1.2 -0.5
H -0.4681 -3.5034 -0.2330 0.6 0.2 1.1
H 2.2884 -0.6413 -1.9871 0.2 0.9 1.3
H 3.7974 0.1479 -1.4093 -1.3 -0.6 0.7
H 4.2404 0.7207 1.4310 0.0 0.4 -0.8
H 4.8442 2.0556 0.4599 -0.6 -0.1 0.3
H 2.5049 2.9120 2.0500 0.0 0.2 -0.8
H 0.2864 3.8488 1.0694 0.7 -1.3 -0.4
H 0.5118 0.2947 0.8230 0.8 0.3 -1.0
H 0.1519 -0.9467 -1.5208 -0.5 1.3 0.5
H -0.2315 0.7068 -2.1879 -0.2 -0.7 1.1
H -1.8542 -1.1437 -0.2778 0.1 1.3 -0.4
H -1.9103 0.5785 0.2767 0.5 -0.6 -1.1
H -3.0144 1.3403 -1.8732 0.5 -1.3 0.2
H -2.8294 -0.3235 -2.6377 0.3 0.5 1.0
H -5.1760 0.0631 -1.6332 1.2 0.1 0.5
H -4.4555 0.3419 0.0100 0.4 -0.6 -1.2
H -5.2745 -1.9338 -0.3452 0.7 0.2 -0.3
H -4.1664 -2.2003 -1.5553 -0.3 0.3 0.5

***

34
Properties=species:S:1:pos:R:3:forces:R:3 method="wB97M-V/def2-TZVPD" homo_lumo_gap_ev=8.51 e_homo_ev=-13.101 max_force_ev_per_a=4.9 lumo_energy_ev=-4.586 total_charge=+1 energy_ha=-598.8748 relative_energy_ev=3.878
C 3.7329 0.1437 0.3704 -1.4 -0.9 -1.8
C 2.7566 0.1992 1.3524 0.8 0.7 -0.8
C 3.3730 0.0111 -0.9586 -2.4 1.3 0.0
C 1.4482 0.3875 1.1153 -0.3 -0.2 -3.8
C 2.0179 0.2290 -1.2303 -2.2 -0.6 -1.3
C 0.9992 0.4259 -0.2554 2.5 -0.7 -0.5
C -2.7277 1.2482 -0.3791 -2.5 -2.1 -0.7
C -0.8552 2.6125 0.3598 -4.7 1.1 -0.8
C -0.0500 -2.5730 -0.5386 3.5 1.6 -2.3
C -1.3728 -2.0666 1.2708 -2.6 2.2 0.8
C -1.3163 1.1414 0.2652 -2.5 2.1 -1.0
C -0.3546 0.5385 -0.7003 -0.9 -1.6 0.8
N -0.9402 -1.5784 -0.0499 -2.7 -0.7 -0.9
O -0.7306 0.3874 -2.0128 2.3 0.2 2.4
H 4.7359 0.0832 0.5561 2.4 -0.1 1.1
H 3.0319 0.2459 2.3408 0.9 -0.1 2.2
H 3.9316 -0.0541 -1.8653 1.2 -0.3 0.2
H 0.8449 0.4490 1.9278 -2.1 0.3 2.1
H 1.5905 0.1688 -2.2885 1.1 0.2 1.4
H -3.6052 1.0243 0.3614 1.8 0.6 -1.2
H -2.9622 2.2129 -0.8741 0.4 -0.4 0.5
H -2.9023 0.4665 -1.2232 0.2 1.0 1.6
H -0.4614 2.9852 -0.5386 0.8 0.3 -1.5
H -0.1660 2.6870 1.0823 2.5 0.8 2.7
H -1.8058 3.3249 0.5052 2.2 -1.6 0.3
H 0.0355 -2.6653 -1.6969 -0.2 0.6 2.1
H 0.8746 -2.1894 -0.0845 0.8 -0.9 -0.7
H -0.1916 -3.5267 -0.1740 -0.7 -2.1 0.8
H -0.5586 -1.8318 1.8675 1.7 0.0 1.6
H -2.2796 -1.5975 1.8346 1.4 -0.1 -1.7
H -1.6105 -3.0965 1.3355 0.1 -1.2 -0.4
H -1.4893 0.7804 1.3029 1.0 -0.4 -1.0
H -1.6443 -1.6586 -0.7599 -1.4 0.6 0.2
H -1.3483 1.0855 -2.2180 -0.9 0.3 -0.2